The following is a DFT calculation (ωB97M-V/def2-TZVPD) of a cluster of 17 separate species, C99H120F9N23O24S3 in total in a non-equilibrium geometry.

Frontier orbital gap in eV: 4.45
Strongest force on any atom in eV/Å: 5.26
HOMO in eV: -18.53
Lowest unoccupied orbital energy in eV: -14.09

```
! wB97M-V def2-TZVPD RIJCOSX def2/J DEFGRID3
* xyz 8 1
C 5.56932 -1.83620 -6.92064
N 6.49428 -1.32273 -5.86963
C 7.26032 -0.22900 -5.99055
C 8.16256 0.15831 -4.99619
C 8.27838 -0.62359 -3.85008
C 7.50573 -1.78458 -3.71021
C 6.57912 -2.05926 -4.75140
C 9.19447 -0.13933 -2.74554
C 10.49200 0.26813 -3.01953
C 11.34597 0.59240 -1.92023
N 10.85136 0.61040 -0.66655
C 9.57908 0.21749 -0.42975
C 8.68345 -0.13837 -1.42058
C 11.78631 1.18246 0.36690
H 5.40202 -1.10250 -7.70918
H 4.62484 -1.92350 -6.38357
H 5.96144 -2.81533 -7.19569
H 7.04504 0.33626 -6.88527
H 8.67787 1.09317 -5.16020
H 7.45775 -2.38823 -2.81594
H 5.96351 -2.94648 -4.73531
H 10.78472 0.20719 -4.05732
H 12.35961 0.94129 -2.05145
H 9.23079 0.15337 0.59053
H 7.73052 -0.59745 -1.20247
H 12.32213 0.29040 0.69126
H 11.21407 1.52023 1.23093
H 12.39867 1.98946 -0.03545
C -6.77907 -4.16492 0.21902
N -5.74405 -3.71937 -0.71360
C -6.07968 -3.68259 -2.06038
C -5.10302 -3.40763 -3.02339
C -3.76910 -3.23142 -2.66307
C -3.45634 -3.32296 -1.30414
C -4.47323 -3.56609 -0.37087
C -2.60624 -2.98874 -3.62556
C -1.29372 -3.46298 -3.32666
C -0.22630 -3.20824 -4.23598
N -0.46282 -2.59612 -5.45377
C -1.73555 -2.20081 -5.77159
C -2.76447 -2.33527 -4.85497
C 0.62413 -2.40030 -6.44725
H -7.11497 -5.14098 -0.13109
H -7.66038 -3.53429 0.10195
H -6.35193 -4.11654 1.22068
H -7.13182 -3.84081 -2.24578
H -5.39908 -3.45175 -4.06108
H -2.46403 -3.06598 -0.96401
H -4.30659 -3.71960 0.68510
H -1.12426 -4.05227 -2.43760
H 0.76706 -3.52576 -3.95523
H -1.93382 -1.69919 -6.70725
H -3.70065 -1.88717 -5.15357
H 0.31195 -2.77162 -7.42335
H 1.54237 -2.94633 -6.23093
H 0.76942 -1.32076 -6.48700
C 4.24424 -9.80782 9.33171
N 3.62702 -8.73057 8.59589
C 3.71504 -8.75104 7.20970
C 3.07503 -7.76741 6.50716
C 2.30441 -6.77927 7.17114
C 2.23972 -6.77682 8.54784
C 2.86595 -7.78082 9.25290
C 1.66373 -5.71348 6.30524
C 2.24507 -5.27121 5.08898
C 1.71915 -4.18039 4.35906
N 0.60825 -3.59722 4.82176
C 0.01315 -3.97071 6.02189
C 0.50932 -5.09849 6.69267
C 0.00368 -2.44258 4.16069
H 4.06542 -10.78002 8.87242
H 3.94654 -9.79126 10.38014
H 5.32730 -9.69006 9.36650
H 4.26137 -9.57949 6.78355
H 3.11606 -7.70620 5.42968
H 1.74513 -5.95619 9.04618
H 2.87043 -7.90197 10.32608
H 3.07368 -5.82723 4.67589
H 2.17753 -3.85262 3.43773
H -0.85267 -3.36415 6.24287
H -0.09020 -5.32733 7.56135
H 0.30192 -1.53472 4.68504
H -1.07879 -2.55914 4.21330
H 0.38117 -2.40077 3.13900
C -5.52702 3.17404 -3.65910
N -4.20431 3.55685 -4.19744
C -3.06550 3.68830 -3.45886
C -1.87316 4.12853 -4.09146
C -1.85839 4.33542 -5.48766
C -2.98854 4.06557 -6.21654
C -4.16760 3.67599 -5.55967
C -0.61506 4.86392 -6.13700
C 0.61143 4.50422 -5.67037
C 1.81175 5.06107 -6.16808
N 1.71969 5.95233 -7.15377
C 0.50825 6.45166 -7.49460
C -0.68374 5.92256 -7.01711
C 2.96990 6.61750 -7.64295
H -5.49861 3.33761 -2.58181
H -5.55557 2.11920 -3.93222
H -6.22979 3.82303 -4.18161
H -3.16163 3.43530 -2.41332
H -1.01601 4.18619 -3.43697
H -2.90494 3.88037 -7.27726
H -5.08877 3.45139 -6.07678
H 0.70547 3.70020 -4.95545
H 2.79273 4.81682 -5.78808
H 0.51057 7.24346 -8.22907
H -1.58575 6.29832 -7.47710
H 2.74297 7.12146 -8.58243
H 3.60668 5.75825 -7.85344
H 3.32022 7.24499 -6.82341
C -5.70616 0.03859 -0.49784
N -4.21400 0.07874 -0.68281
C -3.47568 -0.15273 0.35814
C -2.09976 -0.35511 0.24965
C -1.49384 -0.29440 -0.96748
C -2.32581 0.02734 -2.09329
C -3.69987 0.20489 -1.90270
C -0.12050 -0.62626 -1.12821
C 0.48252 -1.46564 -0.19429
C 1.80823 -1.83290 -0.47445
N 2.55646 -1.32436 -1.49217
C 1.99891 -0.43250 -2.30992
C 0.60429 -0.15985 -2.23432
C 4.00903 -1.62939 -1.58664
H -6.13733 0.58333 -1.33776
H -6.14917 0.37810 0.43842
H -6.06591 -0.98767 -0.57171
H -3.94197 -0.14552 1.33226
H -1.56692 -0.62676 1.14892
H -1.85804 -0.00623 -3.06616
H -4.30752 0.45405 -2.76007
H -0.01385 -1.76394 0.71732
H 2.32929 -2.43958 0.25139
H 2.66639 -0.08733 -3.08564
H 0.10307 0.46734 -2.95669
H 4.26390 -1.90982 -2.60864
H 4.13369 -2.56271 -1.03758
H 4.66667 -0.81881 -1.27267
C -4.12464 -4.15393 4.13692
N -3.98781 -2.82292 4.75874
C -4.40714 -2.64478 6.04610
C -4.54003 -1.34427 6.55414
C -4.14046 -0.26259 5.74492
C -3.57401 -0.52285 4.49298
C -3.46379 -1.84622 4.05460
C -4.40568 1.10606 6.17556
C -4.37452 1.41109 7.52860
C -4.76302 2.65692 7.98937
N -5.32786 3.57464 7.16404
C -5.46630 3.28473 5.83603
C -4.97317 2.07837 5.36536
C -5.60618 4.88962 7.67827
H -4.09996 -4.11880 3.04777
H -5.10013 -4.53499 4.43908
H -3.38809 -4.86539 4.51030
H -4.83552 -3.50902 6.53189
H -4.98764 -1.20131 7.52657
H -3.20211 0.26362 3.85302
H -3.09255 -2.21277 3.10897
H -4.08133 0.71682 8.30218
H -4.87273 2.79698 9.05462
H -5.96832 3.97486 5.17415
H -5.09725 1.75722 4.34171
H -6.50024 4.79479 8.29453
H -6.08216 5.47629 6.89254
H -4.69614 5.26266 8.14813
C 0.83489 10.10195 5.48089
N 1.09709 9.01904 4.53060
C 2.34412 8.80982 4.16401
C 2.71630 7.74362 3.37952
C 1.67416 6.96059 2.79914
C 0.35560 7.32567 3.05527
C 0.11508 8.35159 3.96726
C 1.97909 5.75077 1.96706
C 1.12969 4.66858 2.01139
C 1.26809 3.58208 1.23818
N 2.23649 3.62447 0.27947
C 3.06756 4.67794 0.14381
C 2.94192 5.76436 1.02031
C 2.20920 2.64993 -0.79347
H 0.03884 10.69798 5.03463
H 1.75376 10.68023 5.57761
H 0.49417 9.60591 6.38971
H 3.10406 9.44420 4.59581
H 3.73861 7.51537 3.11649
H -0.48574 6.82116 2.60359
H -0.88375 8.56317 4.31936
H 0.43123 4.63037 2.83425
H 0.70217 2.67224 1.37352
H 3.72786 4.68450 -0.71081
H 3.54951 6.65360 0.93980
H 1.60510 3.06086 -1.60237
H 1.73665 1.75363 -0.39168
H 3.19610 2.32707 -1.12499
C 5.33727 -4.75055 2.15718
C 5.95422 -3.40094 1.59959
N 6.87160 -3.71916 0.47747
C 6.60381 -4.48637 -0.69212
C 7.84530 -4.59623 -1.39072
N 8.73715 -3.76490 -0.76175
C 8.18979 -3.28924 0.39699
C 10.12803 -3.53795 -1.10532
H 4.51719 -5.17603 1.57879
H 5.03754 -4.65369 3.20067
H 6.06956 -5.54347 2.30930
H 6.52126 -2.86019 2.35732
H 5.25255 -2.68386 1.17350
H 5.71992 -5.06158 -0.92510
H 8.14477 -5.23576 -2.20786
H 8.60830 -2.62621 1.13971
H 10.52102 -4.38416 -1.66887
H 10.71175 -3.42276 -0.19203
H 10.14917 -2.72728 -1.83365
C -10.45078 1.76547 -2.88305
C -8.97682 1.66453 -2.62377
N -8.52443 2.19247 -1.31398
C -8.58286 1.60933 -0.05513
C -7.94678 2.43100 0.87406
N -7.72169 3.65017 0.27015
C -7.97065 3.49058 -1.11362
C -6.87778 4.68762 0.93324
H -10.71038 2.81301 -3.03588
H -11.26367 1.38952 -2.26178
H -10.68822 1.21389 -3.79272
H -8.51460 2.30580 -3.37425
H -8.53796 0.69742 -2.86912
H -8.91727 0.58242 -0.06031
H -7.72187 2.22828 1.91075
H -7.70615 4.19351 -1.88972
H -5.87855 4.63974 0.50041
H -6.85691 4.53885 2.01284
H -7.22725 5.66222 0.59248
C -3.01598 3.72088 0.35859
F -1.87082 3.30043 -0.19002
F -3.22678 4.97192 -0.06535
F -3.98273 2.85591 -0.01895
S -2.82287 3.63399 2.29362
O -1.80493 4.61752 2.76812
O -4.16281 3.86094 2.79755
O -2.46926 2.19023 2.48456
C 5.21406 2.11615 -3.33671
F 4.95258 3.30227 -2.74799
F 6.51332 2.08129 -3.75062
F 5.12616 1.03401 -2.49815
S 4.11270 1.85637 -4.84872
O 4.41935 0.53044 -5.29721
O 2.78432 1.96395 -4.24624
O 4.44272 2.91254 -5.84344
C -7.76111 -2.15110 4.11697
F -7.63730 -3.39948 3.81957
F -9.02786 -1.85515 4.14191
F -7.21536 -1.89088 5.28818
S -6.91894 -1.09954 2.69735
O -6.80714 0.21488 3.34435
O -5.63750 -1.61923 2.24309
O -7.82757 -1.04265 1.52531
N -6.59714 -0.40730 -4.66385
O -6.45544 -0.60559 -3.48788
O -7.00707 0.67072 -5.02465
O -6.38310 -1.23312 -5.54861
N 3.11843 -0.99519 2.44206
O 2.06585 -0.34857 2.48606
O 3.45020 -1.63814 3.37176
O 3.80840 -0.86578 1.47004
N -2.03208 0.93127 -5.91840
O -0.91936 0.92981 -5.44790
O -2.26030 0.96853 -7.09629
O -2.97791 0.79828 -5.16880
N 4.10383 -4.75974 -4.10031
O 4.88691 -5.35552 -4.85705
O 3.13935 -4.18121 -4.58314
O 4.28148 -4.73058 -2.88779
N -0.51635 -4.42861 0.95054
O -1.51623 -3.83713 1.36760
O 0.24812 -4.92845 1.71457
O -0.26748 -4.45018 -0.27071
*
```